(A)
Entry from OMol25: a gas-phase ion, C3H4NO (charge +1) (wB97M-V/def2-TZVPD).

XYZ file:
```
9
Properties=species:S:1:pos:R:3:mulliken_charge:R:1
O 0.291 -0.244 1.367 -0.152
N 0.674 -0.487 -0.879 -0.202
C -0.354 0.407 -0.927 -0.473
C -0.581 0.506 0.932 0.262
C 0.954 -0.824 0.292 0.054
H -1.350 1.247 1.232 0.391
H -0.105 1.294 -1.390 0.390
H -1.225 -0.252 -1.155 0.362
H 1.696 -1.648 0.527 0.369
```

As for the molar mass: 70.071 g mol⁻¹. Its net charge is +1. For the gap between HOMO and LUMO, the calculation gives 9.82 eV. As for the spin multiplicity: 1. The HOMO energy comes out at -16.526 eV.

(B)
Entry from OMol25: 2 unconnected molecules or ions with the total composition C3H4NO (wB97M-V/def2-TZVPD).

XYZ file:
```
9
Properties=species:S:1:pos:R:3:mulliken_charge:R:1
O 0.161 -0.690 -3.831 -0.110
N 0.048 0.083 0.887 0.175
C 1.200 0.446 0.992 -0.176
C -1.155 -0.093 0.847 -0.148
C -0.021 -0.443 -2.749 0.107
H -1.897 0.484 0.308 0.300
H 1.559 0.920 1.945 0.292
H -1.752 -0.812 1.462 0.281
H 1.856 0.105 0.137 0.278
```

As for the molar mass: 70.071 g mol⁻¹. Its net charge is +1. For the gap between HOMO and LUMO, the calculation gives 11.12 eV. As for the spin multiplicity: 1. The HOMO energy comes out at -16.889 eV.

(C)
Entry from OMol25: a gas-phase ion, C3H4NO (charge +1) (wB97M-V/def2-TZVPD).

XYZ file:
```
9
Properties=species:S:1:pos:R:3:mulliken_charge:R:1
O 0.052 1.379 -0.149 -0.138
N 1.069 -0.563 0.116 -0.216
C 1.270 0.664 -0.040 -0.007
C -0.848 0.514 0.003 0.340
C -0.360 -0.850 0.078 -0.343
H 2.271 1.157 -0.298 0.347
H -1.961 0.832 -0.136 0.363
H -0.686 -1.432 1.026 0.318
H -0.808 -1.701 -0.601 0.336
```

As for the molar mass: 70.071 g mol⁻¹. Its net charge is +1. For the gap between HOMO and LUMO, the calculation gives 10.08 eV. As for the spin multiplicity: 1. The HOMO energy comes out at -16.803 eV.

(B) takes first place; second place is 6.8 kcal/mol up.